{"formula": "C5H10O", "method": "ωB97M-V/def2-TZVPD", "symbols": ["O", "C", "C", "C", "C", "C", "H", "H", "H", "H", "H", "H", "H", "H", "H", "H"], "positions_angstrom": [[1.39507, 0.44129, 1.02179], [1.63617, 0.04928, -0.36287], [0.35175, -0.44219, -1.04813], [-0.90357, -0.47092, -0.31032], [-0.61700, -0.82536, 1.09765], [-1.72897, 1.13662, -0.53410], [2.17840, 0.89550, -0.85167], [0.41112, -1.08912, -1.90241], [2.35932, -0.79742, -0.40199], [-1.67187, -1.19083, -0.63447], [-0.48677, -1.83891, 1.38747], [-1.48700, -0.54947, 1.74061], [0.46021, -0.06687, 1.22880], [-1.99024, 1.36492, -1.62334], [-2.54379, 1.35047, 0.14691], [-0.82026, 1.70689, -0.31768]], "forces_ev_per_angstrom": [[1.7, 1.1, -2.8], [-1.2, -0.8, 1.8], [1.0, 0.1, 1.7], [-2.4, 1.2, -0.1], [-3.0, 0.6, 0.4], [2.6, -1.5, -1.3], [-0.7, -0.3, 0.1], [0.4, 0.3, -0.8], [-0.2, 0.3, -0.2], [0.4, 0.2, -0.9], [0.7, -1.1, -0.7], [1.0, 0.8, -0.1], [0.3, -0.1, 1.0], [0.2, -0.8, 1.5], [0.0, -0.5, 0.2], [-0.6, 0.5, 0.3]], "lumo_ha": -0.05754, "total_charge": 0, "relative_energy_kj_mol": 649.9, "homo_lumo_gap_ev": 5.66, "max_force_ev_per_a": 3.47}